The following is a DFT calculation (the ωB97M-V functional and the def2-TZVPD basis) of a 7-piece molecular cluster, C13H30B2Br12FNO7S overall.

The SMILES is O=S(=O)(F)N(CB(O)O)OB(O)O.BrCCBr.BrCCBr.BrCCBr.BrCCBr.BrCCBr.BrCCBr. The multiplicity is 1. The value obtained for the total energy is -32530.92372 hartree. The calculation puts the gap between HOMO and LUMO at 0.3740 Ha. As for the net charge: 0.

Each line ends with the natural charge from an NBO analysis.
CARTESIAN COORDINATES (ANGSTROEM)
O (-4.5362, -1.8877, 1.8980)  -0.891
S (-4.5564, -1.1429, 0.6905)  2.509
O (-5.0843, -1.6821, -0.5076)  -0.883
F (-3.1016, -0.6844, 0.3967)  -0.466
N (-5.2148, 0.3879, 0.8703)  -0.386
C (-6.5035, 0.3861, 1.5945)  -0.612
B (-7.6991, 0.7483, 0.6075)  1.105
O (-7.7827, 1.9308, -0.0721)  -0.886
O (-8.7002, -0.1663, 0.4664)  -0.878
O (-4.3008, 1.2521, 1.5286)  -0.576
B (-3.7486, 2.2542, 0.7307)  1.281
O (-4.1126, 2.4393, -0.5755)  -0.938
O (-2.9099, 3.1152, 1.3826)  -0.903
H (-6.6909, -0.5577, 2.1095)  0.241
H (-6.4036, 1.1428, 2.3747)  0.250
H (-6.9885, 2.4712, -0.0001)  0.502
H (-9.2807, 0.0382, -0.2748)  0.497
H (-3.5197, 2.0313, -1.2171)  0.520
H (-2.4385, 2.7042, 2.1226)  0.505
Br (-0.7452, 2.3974, 4.2143)  -0.018
C (0.8123, 2.3947, 3.0416)  -0.448
C (0.4640, 1.8589, 1.6811)  -0.467
Br (0.2084, -0.0657, 1.6993)  -0.012
H (1.5768, 1.8088, 3.5427)  0.232
H (1.1285, 3.4328, 2.9567)  0.232
H (1.2673, 2.0501, 0.9736)  0.248
H (-0.4542, 2.2889, 1.2966)  0.236
Br (-0.4107, 1.7884, -1.8126)  -0.041
C (0.7629, 0.2541, -2.0546)  -0.454
C (2.1870, 0.6798, -2.2853)  -0.452
Br (2.4690, 1.3964, -4.0726)  -0.021
H (0.3534, -0.3214, -2.8792)  0.241
H (0.6870, -0.3208, -1.1344)  0.249
H (2.8497, -0.1782, -2.1995)  0.231
H (2.5039, 1.4514, -1.5898)  0.236
Br (-0.9060, -3.0280, -3.7063)  -0.014
C (0.2763, -4.1347, -2.6282)  -0.447
C (-0.3289, -4.4872, -1.2969)  -0.453
Br (-0.3292, -2.9740, -0.0758)  -0.021
H (1.2033, -3.5799, -2.5218)  0.225
H (0.4538, -5.0369, -3.2088)  0.232
H (0.2563, -5.2611, -0.8085)  0.240
H (-1.3595, -4.8139, -1.3825)  0.237
Br (3.3761, 3.8729, 0.1426)  -0.001
C (4.4755, 3.1539, 1.5719)  -0.454
C (5.1411, 1.8648, 1.1713)  -0.451
Br (3.8704, 0.3942, 1.1019)  -0.012
H (3.8259, 3.0308, 2.4332)  0.222
H (5.2250, 3.9148, 1.7828)  0.240
H (5.8964, 1.5834, 1.9013)  0.231
H (5.5912, 1.9319, 0.1858)  0.235
Br (5.9369, 6.6735, 0.1665)  -0.011
C (7.5019, 6.4319, -0.9610)  -0.449
C (7.1552, 5.7785, -2.2720)  -0.446
Br (6.7952, 3.8788, -2.0673)  -0.016
H (8.2106, 5.8413, -0.3897)  0.229
H (7.9053, 7.4280, -1.1263)  0.231
H (7.9945, 5.8474, -2.9600)  0.231
H (6.2715, 6.2147, -2.7261)  0.234
Br (0.3845, -8.4863, -1.5892)  -0.021
C (-0.1666, -9.1703, 0.1474)  -0.443
C (-1.5341, -8.6740, 0.5352)  -0.454
Br (-1.4909, -6.8014, 1.0445)  -0.002
H (0.5950, -8.8599, 0.8550)  0.232
H (-0.1645, -10.2538, 0.0558)  0.230
H (-1.9041, -9.2172, 1.4015)  0.232
H (-2.2460, -8.7579, -0.2795)  0.232

---

The following is a DFT calculation (the ωB97M-V functional and the def2-TZVPD basis) of a 3-piece molecular cluster, C13H30B2FO3 overall.

The multiplicity is 1. The value obtained for the total energy is -888.59249 hartree. The calculation puts the gap between HOMO and LUMO at 0.2154 Ha. As for the net charge: -1.

Each line ends with the natural charge from an NBO analysis.
CARTESIAN COORDINATES (ANGSTROEM)
C (2.9614, 0.0938, 2.7191)  -0.599
C (3.6349, 1.4106, 3.2538)  -0.796
B (2.7058, 2.7428, 3.1247)  0.920
O (2.7422, 3.7672, 4.1618)  -0.954
B (1.7004, 3.0487, 1.8009)  -0.614
C (0.1371, 3.2587, 2.3853)  -0.596
C (-0.5951, 1.8667, 2.1894)  -0.437
C (-1.7918, 1.6279, 3.1590)  0.056
F (-1.3678, 1.7911, 4.4919)  -0.391
H (2.0884, -0.1279, 3.3840)  0.191
H (2.6016, 0.1572, 1.6762)  0.227
H (3.6819, -0.7477, 2.8835)  0.174
H (3.8338, 1.2337, 4.3496)  0.181
H (4.5848, 1.5623, 2.6808)  0.208
H (3.6561, 4.0064, 4.3450)  0.460
H (1.6785, 2.0893, 1.0586)  -0.064
H (2.0902, 4.0005, 1.1750)  -0.018
H (0.1551, 3.4686, 3.4841)  0.197
H (-0.4200, 4.0561, 1.8343)  0.178
H (-0.8408, 1.6731, 1.1172)  0.207
H (0.1731, 1.0979, 2.4513)  0.198
H (-2.0710, 0.5442, 3.0908)  0.130
H (-2.7072, 2.2111, 2.9326)  0.142
C (-2.9772, -0.8594, -1.3926)  -0.433
C (-4.0637, 0.0662, -1.9052)  -0.430
C (-3.3958, 1.4255, -1.7919)  -0.067
O (-1.9927, 1.2157, -1.9807)  -0.529
C (-1.7215, -0.1930, -1.9247)  -0.061
H (-3.0848, -1.8922, -1.7271)  0.206
H (-2.9689, -0.8532, -0.2986)  0.205
H (-4.2789, -0.1587, -2.9547)  0.191
H (-4.9975, 0.0025, -1.3450)  0.209
H (-3.5410, 1.8582, -0.7959)  0.170
H (-3.7616, 2.1362, -2.5362)  0.174
H (-1.4928, -0.5299, -2.9398)  0.161
H (-0.8519, -0.3749, -1.2944)  0.204
C (1.0508, -4.0767, -4.0615)  -0.431
C (0.9695, -4.4982, -2.6063)  -0.431
C (1.0162, -3.1600, -1.8900)  -0.068
O (0.4067, -2.2026, -2.7656)  -0.534
C (0.2427, -2.7910, -4.0599)  -0.068
H (0.6636, -4.8214, -4.7579)  0.211
H (2.0900, -3.8654, -4.3300)  0.201
H (0.0119, -4.9920, -2.4156)  0.197
H (1.7678, -5.1736, -2.2979)  0.215
H (2.0477, -2.8417, -1.7077)  0.173
H (0.4842, -3.1737, -0.9374)  0.189
H (-0.8249, -2.9932, -4.2064)  0.160
H (0.5708, -2.0859, -4.8257)  0.186

---

The following is a DFT calculation (the ωB97M-V functional and the def2-TZVPD basis) of a 7-piece molecular cluster, C13H30BO26S7 overall.

The value obtained for the relative energy (zero: lowest compared OMol25 entry of this formula, charge and spin) is 0.0 kJ/mol. The multiplicity is 1. The value obtained for the total energy is -5281.36020 hartree. The calculation puts the gap between HOMO and LUMO at 0.3005 Ha. As for the net charge: +1.

Each line ends with the Löwdin charge.
CARTESIAN COORDINATES (ANGSTROEM)
O (-0.7444, -1.5252, 4.7099)  0.165
B (0.2363, -1.1033, 3.8074)  -0.639
O (-0.0860, -1.1691, 2.4606)  0.180
C (1.6749, -0.5372, 4.3185)  -0.282
S (1.6310, 1.1623, 4.9958)  1.074
H (-0.3269, -1.7453, 5.5629)  0.117
H (0.7087, -0.8726, 1.9808)  0.089
H (2.3698, -0.5019, 3.4303)  0.094
H (2.1128, -1.3012, 5.0155)  0.120
H (2.4316, 1.3121, 6.0981)  0.021
H (0.3507, 1.6060, 5.2110)  0.034
C (-2.1788, -0.9497, -0.5515)  -0.161
C (-3.5303, -0.6300, 0.0568)  -0.157
O (-3.8434, 0.6869, -0.4160)  -0.226
S (-3.2093, 0.8797, -1.8929)  0.616
O (-4.2236, 0.6275, -2.8549)  -0.211
O (-2.4283, 2.0661, -1.8900)  -0.218
O (-2.2175, -0.3919, -1.8653)  -0.182
H (-1.3707, -0.4639, 0.0012)  0.116
H (-1.9910, -2.0210, -0.5986)  0.145
H (-3.5133, -0.6560, 1.1451)  0.138
H (-4.3014, -1.3120, -0.3100)  0.141
C (2.0075, 1.0733, -1.1868)  -0.160
C (2.9640, 0.5806, -2.2615)  -0.135
O (3.7768, -0.4059, -1.6143)  -0.217
S (2.9067, -1.1482, -0.4868)  0.629
O (2.4202, -2.3614, -1.0517)  -0.218
O (3.5903, -1.1266, 0.7599)  -0.246
O (1.6746, -0.0992, -0.4314)  -0.199
H (2.4900, 1.7846, -0.5181)  0.114
H (1.1119, 1.5264, -1.6106)  0.136
H (3.5817, 1.3805, -2.6654)  0.146
H (2.4235, 0.0926, -3.0757)  0.132
C (6.2501, 3.5578, 0.1198)  -0.160
C (6.1808, 3.3981, 1.6266)  -0.167
O (5.4061, 2.2115, 1.8346)  -0.196
S (5.6791, 1.1803, 0.6145)  0.668
O (6.6555, 0.2402, 1.0309)  -0.184
O (4.4265, 0.7878, 0.0670)  -0.287
O (6.3827, 2.2284, -0.3917)  -0.171
H (5.3253, 3.9852, -0.2764)  0.133
H (7.0938, 4.1709, -0.1916)  0.141
H (5.7150, 4.2521, 2.1145)  0.136
H (7.1733, 3.2332, 2.0532)  0.137
C (-6.0606, 1.6449, 1.7447)  -0.164
C (-6.1841, 3.1446, 1.9272)  -0.164
O (-6.9228, 3.3067, 3.1407)  -0.184
S (-6.5694, 2.0916, 4.1440)  0.622
O (-5.5719, 2.5363, 5.0561)  -0.230
O (-7.7821, 1.4927, 4.5685)  -0.207
O (-5.8617, 1.1227, 3.0619)  -0.196
H (-6.9835, 1.2181, 1.3439)  0.142
H (-5.2267, 1.3748, 1.1004)  0.102
H (-6.6981, 3.6241, 1.0967)  0.139
H (-5.2036, 3.6090, 2.0640)  0.134
C (1.6046, -5.2399, 0.7526)  -0.176
C (1.8314, -6.1258, -0.4562)  -0.165
O (1.4240, -7.4305, -0.0350)  -0.184
S (0.2179, -7.2930, 1.0298)  0.621
O (-1.0124, -7.4703, 0.3428)  -0.216
O (0.5598, -8.0310, 2.1929)  -0.216
O (0.3943, -5.7172, 1.3459)  -0.199
H (2.4101, -5.3534, 1.4832)  0.134
H (1.5075, -4.1902, 0.4812)  0.107
H (2.8706, -6.1320, -0.7784)  0.139
H (1.1945, -5.8254, -1.2921)  0.137
C (-2.4215, 2.5016, -6.2099)  -0.159
C (-2.0834, 1.1726, -6.8541)  -0.160
O (-0.6642, 1.0499, -6.7156)  -0.182
S (-0.2011, 1.7702, -5.3499)  0.618
O (-0.0756, 0.7720, -4.3364)  -0.237
O (0.8347, 2.6924, -5.6565)  -0.217
O (-1.5586, 2.5938, -5.0728)  -0.195
H (-2.1946, 3.3356, -6.8785)  0.136
H (-3.4643, 2.5580, -5.9027)  0.140
H (-2.3728, 1.1322, -7.9022)  0.139
H (-2.5488, 0.3422, -6.3168)  0.135

---

Which of these has the lowest gap between HOMO and LUMO? C13H30B2FO3

---

Number 3 is which compound? C13H30BO26S7